[1]
{"formula": "C19H21FN3", "method": "wB97M-V/def2-TZVPD", "charge": 1, "total_energy_ev": -27224.3914, "e_lumo_ev": -3.126, "elements": ["F", "C", "C", "C", "C", "C", "C", "C", "C", "C", "C", "C", "C", "C", "H", "H", "H", "H", "H", "H", "H", "H", "H", "H", "C", "C", "N", "C", "N", "C", "C", "C", "N", "H", "H", "H", "H", "H", "H", "H", "H", "H", "H", "H"], "positions_angstrom": [[2.639, 3.998, 2.686], [2.503, 2.814, 1.994], [3.634, 2.094, 1.563], [3.471, 0.880, 0.812], [2.175, 0.400, 0.631], [1.026, 1.096, 1.026], [-0.348, 0.462, 0.868], [-1.529, 1.399, 0.830], [-2.790, 0.846, 1.234], [-3.842, 1.668, 1.646], [-3.660, 3.082, 1.626], [-2.481, 3.632, 1.075], [-1.493, 2.796, 0.571], [1.192, 2.369, 1.715], [4.612, 2.534, 1.768], [4.333, 0.318, 0.394], [2.076, -0.568, 0.085], [-0.520, -0.523, 1.453], [-2.898, -0.243, 1.223], [-4.799, 1.236, 1.965], [-4.489, 3.743, 1.965], [-2.363, 4.748, 1.024], [-0.619, 3.240, -0.017], [0.352, 2.957, 2.035], [-0.789, -0.911, -2.863], [-0.138, 0.001, -1.874], [-0.080, -0.645, -0.576], [0.219, -1.941, -0.613], [0.217, -2.735, -1.684], [-0.053, -2.210, -3.020], [0.679, -4.093, -1.377], [0.896, -4.014, 0.133], [0.646, -2.648, 0.458], [-1.805, -1.077, -2.552], [-0.815, -0.406, -3.819], [0.841, 0.263, -2.243], [-0.720, 0.913, -1.780], [-0.593, -2.978, -3.597], [0.904, -2.023, -3.514], [-0.082, -4.846, -1.688], [1.616, -4.311, -1.948], [0.216, -4.700, 0.638], [1.888, -4.353, 0.409], [0.769, -2.267, 1.335]]}

---

[2]
{"formula": "C19H21LaO2", "method": "wB97M-V/def2-TZVPD", "total_energy_ev": -24988.5806, "e_lumo_ev": -0.033, "elements": ["C", "C", "C", "H", "C", "C", "H", "H", "H", "H", "C", "C", "C", "H", "C", "C", "H", "H", "H", "H", "La", "O", "C", "C", "H", "H", "H", "H", "C", "C", "C", "H", "C", "H", "C", "H", "C", "H", "C", "O", "H", "H", "H"], "positions_angstrom": [[-1.045, 1.186, 3.738], [0.380, 1.433, 3.458], [0.452, 1.991, 2.184], [1.213, 1.174, 4.141], [-0.890, 2.012, 1.613], [-1.790, 1.422, 2.543], [-2.867, 1.268, 2.440], [-1.471, 0.737, 4.627], [1.361, 2.285, 1.660], [-1.134, 2.312, 0.598], [0.763, -2.522, 2.008], [0.239, -2.392, 3.282], [-1.250, -2.242, 3.142], [0.809, -2.129, 4.212], [-1.565, -2.304, 1.782], [-0.344, -2.571, 1.072], [-0.233, -2.654, -0.003], [1.820, -2.586, 1.774], [-1.987, -1.958, 3.960], [-2.579, -2.250, 1.373], [-0.190, -0.278, 1.640], [0.567, 0.467, -1.857], [1.720, 1.339, -2.054], [0.521, 1.433, -2.975], [1.844, 2.110, -1.288], [2.618, 0.857, -2.450], [-0.156, 2.276, -2.791], [-0.110, 2.773, -5.194], [0.210, 1.758, -5.416], [0.566, 0.919, -4.340], [0.968, -0.401, -4.615], [1.213, -1.063, -3.789], [1.016, -0.856, -5.929], [1.320, -1.880, -6.129], [0.673, -0.012, -6.985], [0.712, -0.371, -8.010], [0.269, 1.298, -6.717], [-0.008, 1.960, -7.531], [-0.760, -0.922, 5.476], [-0.506, -0.602, 4.072], [-1.801, -0.837, 5.715], [-0.060, -0.249, 5.911], [-0.511, -1.930, 5.650]]}

---

[3]
{"formula": "C19H21N3O2", "method": "wB97M-V/def2-TZVPD", "smiles": "CCCCCC(=O)Nc1cc(-c2nc3ncccc3o2)ccc1C", "total_energy_ev": -28610.3048, "e_lumo_ev": 0.117, "elements": ["C", "C", "C", "C", "C", "C", "O", "N", "C", "C", "C", "C", "N", "C", "N", "C", "C", "C", "C", "O", "C", "C", "C", "C", "H", "H", "H", "H", "H", "H", "H", "H", "H", "H", "H", "H", "H", "H", "H", "H", "H", "H", "H", "H", "H"], "positions_angstrom": [[6.810, -0.259, 3.495], [5.656, -1.244, 3.355], [5.241, -1.429, 1.897], [4.085, -2.422, 1.755], [3.550, -2.537, 0.318], [2.234, -1.815, 0.060], [1.338, -2.327, -0.572], [2.196, -0.560, 0.591], [1.162, 0.380, 0.578], [-0.026, 0.149, -0.103], [-1.034, 1.110, -0.096], [-2.273, 0.876, -0.803], [-3.274, 1.699, -0.860], [-4.214, 1.072, -1.627], [-5.414, 1.504, -1.977], [-6.114, 0.678, -2.730], [-5.680, -0.577, -3.163], [-4.425, -1.045, -2.805], [-3.686, -0.188, -2.017], [-2.451, -0.293, -1.483], [-0.855, 2.308, 0.592], [0.329, 2.528, 1.266], [1.349, 1.586, 1.275], [2.621, 1.868, 2.023], [7.680, -0.609, 2.942], [6.530, 0.719, 3.107], [7.091, -0.145, 4.539], [4.801, -0.885, 3.933], [5.950, -2.210, 3.770], [6.096, -1.796, 1.324], [4.975, -0.454, 1.481], [3.272, -2.145, 2.432], [4.441, -3.401, 2.080], [3.378, -3.581, 0.055], [4.287, -2.144, -0.387], [3.019, -0.268, 1.095], [-0.166, -0.778, -0.634], [-7.094, 1.039, -3.012], [-6.328, -1.181, -3.778], [-4.052, -2.008, -3.117], [-1.646, 3.038, 0.585], [0.470, 3.455, 1.801], [2.804, 1.116, 2.791], [2.558, 2.836, 2.512], [3.477, 1.893, 1.346]]}

---

[4]
{"formula": "C19H21N3O3", "method": "wB97M-V/def2-TZVPD", "total_energy_ev": -30640.3215, "e_lumo_ev": -0.251, "elements": ["C", "H", "O", "C", "O", "C", "H", "H", "H", "C", "N", "C", "O", "C", "C", "C", "N", "C", "N", "C", "C", "C", "H", "H", "C", "C", "C", "C", "C", "C", "H", "H", "H", "C", "H", "H", "H", "H", "H", "H", "H", "H", "H", "H", "H", "H"], "positions_angstrom": [[7.146, 0.930, -1.026], [6.957, 1.931, -0.811], [6.868, 0.057, -0.189], [5.374, -0.243, -0.057], [5.092, -1.629, 0.395], [5.409, -2.640, -0.193], [5.104, -3.570, 0.487], [6.520, -2.518, -0.545], [4.883, -2.524, -1.301], [4.717, 0.796, 0.886], [3.200, 0.832, 1.014], [2.286, 1.371, 0.071], [2.751, 2.024, -0.647], [1.000, 0.886, 0.289], [0.650, -0.546, 0.365], [-0.754, -0.908, 0.646], [-1.238, -2.263, 0.767], [-2.583, -1.939, 0.711], [-2.776, -0.471, 0.334], [-1.717, 0.150, 0.438], [-1.411, 1.419, -0.049], [-0.144, 1.842, 0.165], [0.280, 2.870, -0.156], [-2.187, 2.213, 0.014], [-4.182, 0.111, 0.050], [-5.055, -0.733, -0.447], [-6.422, -0.454, -0.548], [-6.716, 1.091, 0.051], [-5.882, 1.584, 0.922], [-4.480, 1.092, 0.997], [-3.765, 1.766, 1.463], [-6.098, 2.521, 1.173], [-7.726, 1.359, 0.020], [-7.494, -1.146, -1.343], [-8.019, -0.419, -2.009], [-6.987, -1.633, -1.847], [-8.191, -1.426, -0.815], [-4.865, -1.656, -0.664], [-3.311, -2.601, 0.773], [1.293, -1.168, 0.713], [3.048, -0.283, 1.632], [5.001, 0.833, 2.120], [4.738, 1.798, 0.512], [4.796, -0.291, -1.009], [6.553, 0.778, -2.165], [8.336, 0.806, -1.185]]}

---

[5]
{"formula": "C19H21N3O3S", "method": "wB97M-V/def2-TZVPD", "smiles": "CC(=O)Nc1ccc(NC(=O)C2CCN(C(=O)c3cccs3)CC2)cc1", "total_energy_ev": -41493.4486, "e_lumo_ev": 0.472, "elements": ["C", "C", "O", "N", "C", "C", "C", "C", "N", "C", "O", "C", "C", "C", "N", "C", "O", "C", "C", "C", "C", "S", "C", "C", "C", "C", "H", "H", "H", "H", "H", "H", "H", "H", "H", "H", "H", "H", "H", "H", "H", "H", "H", "H", "H", "H", "H"], "positions_angstrom": [[5.200, -4.380, -3.841], [3.983, -3.949, -3.050], [3.671, -4.437, -1.990], [3.288, -2.950, -3.677], [2.126, -2.296, -3.266], [1.616, -1.290, -4.085], [0.475, -0.603, -3.726], [-0.187, -0.902, -2.537], [-1.356, -0.190, -2.224], [-1.794, 0.388, -1.071], [-2.870, 0.953, -1.074], [-0.877, 0.323, 0.139], [-0.666, 1.724, 0.738], [-1.922, 2.237, 1.445], [-2.346, 1.286, 2.442], [-2.389, 1.468, 3.778], [-2.798, 0.614, 4.546], [-1.912, 2.780, 4.291], [-0.666, 3.332, 4.218], [-0.555, 4.537, 4.945], [-1.716, 4.877, 5.562], [-2.962, 3.727, 5.285], [-2.689, -0.001, 1.876], [-1.458, -0.614, 1.212], [0.304, -1.930, -1.738], [1.451, -2.614, -2.090], [5.712, -5.171, -3.303], [4.902, -4.749, -4.820], [5.880, -3.540, -3.973], [3.659, -2.627, -4.561], [2.118, -1.043, -5.010], [0.090, 0.175, -4.369], [-1.949, 0.028, -3.017], [0.097, -0.055, -0.184], [-0.381, 2.426, -0.047], [0.153, 1.663, 1.458], [-1.732, 3.207, 1.905], [-2.725, 2.342, 0.708], [0.150, 2.887, 3.677], [0.348, 5.117, 5.003], [-1.919, 5.737, 6.168], [-3.049, -0.638, 2.685], [-3.483, 0.139, 1.136], [-1.732, -1.575, 0.772], [-0.693, -0.790, 1.971], [-0.223, -2.218, -0.843], [1.823, -3.406, -1.462]]}